[1]
# C5H13N2

A structure of composition C5H13N2 (ωB97M-V/def2-TZVPD, OMol25).

Summary:
Net charge   +1
ΔE to the lowest compared entry with this formula, charge and spin   115.0 kcal/mol
Molecular weight   101.17 g mol⁻¹
E_HOMO   -0.5079 hartree
Kohn-Sham gap   0.2583 Eh
Total energy   -8365.8247 eV

```
20
Properties=species:S:1:pos:R:3:forces:R:3
C -1.2015 1.1116 -0.4859 1.439 0.448 -0.322
C -0.4839 0.4042 0.6133 -5.763 -2.418 -0.492
C -0.0458 -1.0301 0.2927 2.827 0.727 0.124
C 0.7084 -1.1663 -1.0026 -0.315 -0.221 0.033
C 0.2691 -1.9400 -1.9795 -0.183 0.157 -0.187
N 1.7910 1.3048 0.5062 1.005 0.079 -0.496
N -1.0854 0.6078 1.8261 1.882 0.556 0.614
H -0.5193 1.1493 -1.3415 -0.216 -0.034 -0.166
H -1.4515 2.1262 -0.1938 -0.286 -0.056 0.048
H -2.0750 0.5447 -0.8182 -0.023 -0.116 0.165
H 0.8007 1.0282 0.6802 1.620 1.003 0.248
H -0.9495 -1.6439 0.2925 -0.285 0.381 0.135
H 0.5895 -1.3735 1.1174 -0.196 -0.189 0.093
H -0.6605 -2.4902 -1.8856 0.010 -0.040 -0.059
H 0.7943 -2.0091 -2.9213 0.083 -0.159 0.033
H 1.9864 2.2862 0.6825 -0.674 0.065 0.143
H 1.6381 -0.6231 -1.0973 0.005 0.041 0.017
H 2.4227 0.7677 1.0955 -0.398 -0.206 0.139
H -0.4900 0.6407 2.6423 -0.183 -0.985 0.228
H -2.0377 0.3047 1.9772 -0.349 0.966 -0.297
```
Forces are in eV/Å.

Charges in e, computed with Löwdin, in the same order as the atoms:
1 C 0.012
2 C -0.334
3 C -0.128
4 C -0.190
5 C 0.049
6 N 0.138
7 N 0.161
8 H 0.110
9 H 0.106
10 H 0.133
11 H -0.025
12 H 0.148
13 H 0.136
14 H 0.075
15 H 0.075
16 H 0.076
17 H 0.097
18 H 0.076
19 H 0.132
20 H 0.153

=====

[2]
# C27H19N9O5S4V

A structure of composition C27H19N9O5S4V (ωB97M-V/def2-TZVPD, OMol25).

Summary:
Multiplicity   4
Net charge   -2
⟨S²⟩   3.76
ΔE to the lowest compared entry with this formula, charge and spin   51.0 kcal/mol
Molecular weight   728.72 g mol⁻¹
E_HOMO (alpha / beta)   -0.0350 / -0.0356 hartree
Kohn-Sham gap (alpha / beta)   0.1414 / 0.1421 Eh
Total energy   -120989.6679 eV

```
65
Properties=species:S:1:pos:R:3:forces:R:3
V -2.1826 1.5807 -0.5257 -0.734 -0.175 -0.241
S -3.2722 1.6686 1.5667 -0.134 -0.287 0.661
S -4.3828 -0.0958 1.9752 0.068 0.211 0.002
S -5.7681 -0.5046 0.5060 0.308 -0.563 -0.308
S -5.2188 -2.2329 -0.5759 -0.031 0.543 0.298
O -2.2078 8.6782 -0.6150 0.109 -0.038 -0.228
C -3.1453 7.9301 -0.9719 -0.238 0.266 0.644
O -4.3091 8.2218 -1.2968 0.018 -0.062 -0.269
C -2.8332 6.4216 -0.8858 0.092 -0.178 -0.163
C -1.5997 6.0032 -0.4001 0.017 -0.031 -0.004
C -1.3270 4.6543 -0.3203 -0.011 -0.008 0.167
N -2.1886 3.7166 -0.7180 -0.110 0.021 -0.157
C -3.3671 4.1058 -1.2316 -0.007 -0.106 -0.209
C -3.7278 5.4406 -1.3006 -0.046 0.104 -0.031
C -4.2082 2.9902 -1.8856 0.579 -0.226 -0.085
O -5.2359 3.2847 -2.4559 -0.240 0.094 -0.009
O -3.6466 1.8146 -1.8564 -0.193 0.461 -0.115
H -0.8826 6.7534 -0.0982 0.001 0.012 0.016
H -0.3841 4.2956 0.0824 -0.002 0.000 -0.004
H -4.6917 5.7185 -1.7017 0.011 0.001 -0.023
C 2.7335 2.0148 2.1908 -0.048 0.087 -0.007
N 1.6856 1.8808 1.2063 0.200 -0.090 -0.153
C 0.3596 1.7865 1.3614 -0.190 -0.009 0.227
N -0.2026 1.5302 0.1999 0.639 -0.009 -0.094
C 0.8533 1.4519 -0.6524 0.117 0.128 -0.087
N 2.0180 1.6730 -0.0948 -0.051 -0.101 0.191
C 3.4319 0.7157 2.5317 -0.007 -0.202 -0.146
C 4.3388 0.6965 3.5839 0.050 0.143 0.092
C 5.0705 -0.4435 3.8783 -0.040 -0.197 -0.144
C 4.9030 -1.5908 3.1145 0.079 0.273 0.272
C 3.9836 -1.5769 2.0767 0.001 -0.827 -0.431
C 3.2447 -0.4420 1.7828 -0.066 0.330 0.113
C 3.8197 -2.8110 1.2677 -0.048 0.881 0.491
N 4.5573 -3.8569 1.2694 -0.224 -0.659 -0.610
N 3.9562 -4.7460 0.3347 0.486 0.446 0.608
C 2.9272 -4.1287 -0.1158 -0.707 -0.164 -0.531
O 2.7704 -2.8911 0.4187 0.099 -0.126 0.013
C 1.8912 -4.6268 -1.0499 0.663 0.170 0.450
C 2.1183 -5.8113 -1.7363 -0.186 -0.174 -0.173
C 1.1025 -6.3247 -2.5299 0.114 0.100 0.113
C -0.1181 -5.6682 -2.6076 -0.086 -0.076 -0.119
C -0.3447 -4.4791 -1.9252 0.157 0.029 0.076
C -1.7074 -3.8244 -2.0056 -0.053 0.036 -0.036
N -1.8009 -2.6185 -1.2306 0.026 -0.116 0.227
C -2.1033 -1.3830 -1.6252 -0.170 0.043 -0.023
N -2.0872 -0.5708 -0.5891 0.047 -0.170 -0.216
C -1.8221 -1.4003 0.4564 0.028 0.169 0.188
N -1.6360 -2.6495 0.1185 -0.016 0.059 -0.192
C 0.6867 -3.9507 -1.1553 -0.285 0.012 -0.107
H 2.3023 2.4696 3.0830 -0.016 -0.025 -0.002
H 3.4623 2.7130 1.7763 -0.005 0.028 0.050
H -0.1813 1.9142 2.2871 0.002 0.001 0.012
H 0.7463 1.2399 -1.7040 -0.011 0.053 -0.005
H 4.4821 1.5913 4.1804 -0.006 0.002 -0.008
H 5.7725 -0.4422 4.7014 -0.001 0.024 0.012
H 5.4669 -2.4892 3.3219 -0.010 -0.023 -0.028
H 2.5423 -0.4476 0.9620 0.019 -0.054 -0.020
H 3.0629 -6.3268 -1.6316 0.018 0.027 0.017
H 1.2580 -7.2475 -3.0734 -0.019 -0.006 -0.010
H -0.9151 -6.0948 -3.2076 -0.002 0.006 0.008
H -2.4772 -4.5203 -1.6653 -0.010 0.027 0.030
H -1.9410 -3.5568 -3.0373 -0.008 -0.038 0.003
H -2.3591 -1.1146 -2.6370 0.012 0.008 0.007
H -1.7929 -1.0444 1.4724 0.008 -0.034 -0.014
H 0.5208 -3.0442 -0.5930 0.045 -0.022 0.010
```
Forces are in eV/Å.

Charges in e, computed with Löwdin, in the same order as the atoms:
1 V 0.442
2 S -0.024
3 S -0.175
4 S -0.254
5 S -0.350
6 O -0.078
7 C -0.702
8 O -0.049
9 C -0.095
10 C -0.010
11 C -0.124
12 N -0.013
13 C -0.166
14 C 0.067
15 C -0.586
16 O 0.062
17 O -0.176
18 H 0.104
19 H 0.092
20 H 0.125
21 C -0.080
22 N -0.132
23 C -0.109
24 N -0.026
25 C -0.181
26 N 0.115
27 C -0.178
28 C -0.046
29 C -0.069
30 C -0.028
31 C -0.128
32 C 0.043
33 C -0.301
34 N 0.120
35 N 0.121
36 C -0.292
37 O 0.136
38 C -0.136
39 C -0.035
40 C -0.075
41 C -0.042
42 C -0.169
43 C -0.080
44 N -0.149
45 C -0.153
46 N -0.010
47 C -0.255
48 N 0.124
49 C 0.038
50 H 0.136
51 H 0.135
52 H 0.131
53 H 0.120
54 H 0.114
55 H 0.102
56 H 0.111
57 H 0.114
58 H 0.109
59 H 0.099
60 H 0.115
61 H 0.139
62 H 0.137
63 H 0.143
64 H 0.077
65 H 0.108